P) A single C7H13N molecule, computed with ωB97M-V/def2-TZVPD.

Last column: natural (NBO) charge in e.
Positions of all 21 atoms, in Å:
C  2.535  -0.610  -0.022  -0.608
C  1.243  0.058  0.423  -0.047
C  0.764  1.166  -0.552  -0.413
C  -0.741  1.067  -0.500  -0.257
C  -1.359  1.047  0.876  -0.436
C  -1.072  -0.245  0.169  0.121
C  -2.189  -1.149  -0.278  -0.602
N  0.150  -0.909  0.560  -0.611
H  2.806  -1.398  0.672  0.215
H  3.340  0.118  -0.053  0.215
H  2.422  -1.040  -1.015  0.198
H  1.405  0.501  1.414  0.181
H  1.143  2.144  -0.255  0.210
H  1.112  0.957  -1.566  0.200
H  -1.310  1.455  -1.332  0.217
H  -2.393  1.347  0.958  0.217
H  -0.756  1.329  1.723  0.213
H  -1.887  -1.726  -1.153  0.203
H  -2.451  -1.842  0.522  0.217
H  -3.069  -0.564  -0.538  0.215
H  0.306  -1.704  -0.054  0.353

Properties
* total charge: 0
* frontier orbital gap: 0.3486 hartree
* E_HOMO: -8.35 eV
* structure (SMILES): C[C@H]1C[C@@H]2C[C@]2(C)N1


Q) A single C7H13N molecule, computed with ωB97M-V/def2-TZVPD.

Last column: natural (NBO) charge in e.
Positions of all 21 atoms, in Å:
C  2.775  -0.945  0.336  -0.045
N  1.611  -1.047  0.831  -0.402
C  0.707  0.220  0.832  0.187
C  0.871  1.229  1.709  -0.470
C  -0.533  -0.050  -0.054  -0.103
C  -0.728  -1.473  -0.370  -0.615
C  -0.272  0.699  -1.394  -0.603
C  -1.927  0.526  0.542  -0.593
H  3.390  -1.784  0.338  0.164
H  3.314  -0.036  0.081  0.151
H  1.697  1.188  2.437  0.212
H  0.163  1.998  1.832  0.208
H  -1.729  -1.674  -0.889  0.211
H  -0.685  -2.040  0.641  0.227
H  0.123  -1.924  -0.963  0.220
H  0.401  0.153  -2.061  0.211
H  -1.169  0.622  -1.936  0.201
H  -0.099  1.704  -1.102  0.212
H  -1.792  0.381  1.696  0.218
H  -2.777  0.198  0.108  0.208
H  -1.805  1.675  0.528  0.200

Properties
* total charge: 0
* frontier orbital gap: 0.3703 hartree
* E_HOMO: -9.15 eV
* structure (SMILES): C=NC(=C)C(C)(C)C


R) A single C7H13N molecule, computed with ωB97M-V/def2-TZVPD.

Last column: natural (NBO) charge in e.
Positions of all 21 atoms, in Å:
C  -0.469  2.231  0.901  -0.419
C  0.331  1.427  0.128  -0.151
C  -0.048  -0.061  -0.132  -0.199
C  -1.057  -0.266  0.991  -0.584
C  -0.709  -0.314  -1.470  -0.158
C  -0.504  -0.993  -2.581  -0.414
C  1.239  -0.773  0.113  -0.208
N  1.312  -0.761  1.509  -0.846
H  -0.207  3.397  1.325  0.206
H  -1.136  1.926  1.730  0.209
H  1.060  1.741  -0.785  0.213
H  -0.834  0.012  1.942  0.220
H  -0.934  -1.380  1.091  0.184
H  -2.173  0.067  0.556  0.227
H  -1.505  0.520  -1.617  0.202
H  0.370  -1.642  -2.960  0.206
H  -1.012  -0.577  -3.515  0.207
H  2.081  -0.174  -0.498  0.206
H  1.099  -1.824  -0.496  0.159
H  2.441  -0.998  1.882  0.367
H  0.656  -1.557  1.887  0.374

Properties
* total charge: 0
* frontier orbital gap: 0.3695 hartree
* E_HOMO: -9.20 eV
* structure (SMILES): C=CC(C)(C=C)CN


S) 2 unconnected molecules or ions with the total composition C7H13N, computed with ωB97M-V/def2-TZVPD.

Last column: natural (NBO) charge in e.
Positions of all 21 atoms, in Å:
C  3.021  -0.290  0.987  -0.615
C  1.628  -0.889  0.502  -0.463
C  1.058  0.010  -0.585  0.182
C  0.685  0.427  -1.772  -0.126
N  1.060  1.421  -0.640  -0.683
H  3.711  -0.095  0.103  0.226
H  3.461  -0.941  1.780  0.217
H  2.926  0.765  1.446  0.222
H  0.805  -0.953  1.267  0.234
H  1.884  -1.806  -0.075  0.231
H  0.395  0.347  -2.834  0.242
H  0.365  2.022  -0.311  0.341
C  -1.992  0.786  1.107  -0.448
C  -1.909  -0.241  0.279  -0.144
C  -2.842  -0.479  -0.844  -0.649
H  -1.171  1.022  1.796  0.209
H  -2.959  1.254  1.048  0.196
H  -1.030  -0.871  0.193  0.186
H  -2.351  0.021  -1.671  0.222
H  -3.798  -0.026  -0.625  0.208
H  -2.947  -1.483  -1.151  0.214

Properties
* total charge: 0
* frontier orbital gap: 0.3108 hartree
* E_HOMO: -7.45 eV
* structure (SMILES): CCC1=CN1.C=CC


The most stable of them is P).


P) 2 unconnected molecules or ions with the total composition C7H13N, computed with ωB97M-V/def2-TZVPD.

Last column: natural (NBO) charge in e.
Positions of all 21 atoms, in Å:
C  -2.077  1.059  2.634  -0.468
C  -0.887  1.470  3.087  -0.034
N  0.180  1.729  2.230  -0.409
C  0.867  0.767  1.788  -0.034
H  -2.236  1.041  1.565  0.202
H  -2.883  0.876  3.327  0.208
H  -0.729  1.787  4.113  0.203
H  1.651  0.932  1.059  0.178
H  0.625  -0.244  2.127  0.154
C  -0.213  -1.911  -0.358  -0.415
C  0.480  -1.751  -1.483  -0.160
C  0.121  -0.683  -2.491  -0.440
C  1.169  0.409  -2.561  -0.601
H  0.077  -2.649  0.378  0.199
H  -1.014  -1.223  -0.121  0.194
H  1.388  -2.296  -1.719  0.194
H  -0.039  -1.156  -3.463  0.209
H  -0.851  -0.245  -2.238  0.200
H  2.115  0.014  -2.951  0.201
H  0.886  1.161  -3.303  0.211
H  1.369  0.914  -1.619  0.207

Properties
* total charge: 0
* frontier orbital gap: 0.3673 hartree
* E_HOMO: -8.96 eV
* structure (SMILES): C=CN=C.C=CCC


Q) A single C7H13N molecule, computed with ωB97M-V/def2-TZVPD.

Last column: natural (NBO) charge in e.
Positions of all 21 atoms, in Å:
C  1.650  2.044  -2.313  -0.400
C  0.696  1.211  -1.920  -0.159
C  0.852  -0.042  -1.129  -0.486
C  0.612  0.101  0.366  0.042
C  0.683  1.214  1.082  -0.420
C  0.008  -1.135  0.973  -0.452
C  -1.540  -0.859  1.054  -0.188
N  -2.314  -1.949  1.634  -0.864
H  2.721  1.869  -2.287  0.192
H  1.418  3.007  -2.754  0.197
H  -0.350  1.511  -1.994  0.195
H  1.875  -0.433  -1.207  0.227
H  0.055  -0.698  -1.511  0.215
H  0.367  1.255  2.113  0.197
H  1.128  2.125  0.706  0.208
H  0.114  -2.084  0.433  0.207
H  0.390  -1.350  1.963  0.209
H  -1.673  0.037  1.646  0.182
H  -1.875  -0.772  0.012  0.177
H  -1.775  -2.693  2.057  0.358
H  -3.044  -2.360  1.077  0.365

Properties
* total charge: 0
* frontier orbital gap: 0.3673 hartree
* E_HOMO: -8.92 eV
* structure (SMILES): C=CCC(=C)CCN


The most stable of them is Q).


P) A single C7H13N molecule, computed with ωB97M-V/def2-TZVPD.

Last column: natural (NBO) charge in e.
Positions of all 21 atoms, in Å:
C  -2.426  -0.536  0.193  -0.436
N  -0.996  -0.101  0.492  -0.441
C  -0.528  1.371  -0.038  -0.236
C  0.833  1.135  -0.998  -0.423
C  1.166  -0.238  -0.171  -0.112
C  1.578  0.341  1.193  -0.651
C  1.323  -1.682  -0.299  -0.335
C  0.034  -0.919  -0.301  -0.112
H  -2.650  -0.688  -0.826  0.165
H  -3.312  -0.038  0.545  0.214
H  -2.620  -1.526  0.631  0.209
H  -0.296  2.184  0.729  0.202
H  -1.320  1.788  -0.624  0.191
H  1.710  1.954  -1.428  0.257
H  0.200  0.636  -1.988  0.185
H  1.228  -0.605  1.710  0.208
H  2.631  0.679  1.725  0.247
H  0.751  1.065  1.639  0.231
H  1.613  -1.894  -1.386  0.227
H  1.760  -2.152  0.341  0.193
H  -0.681  -0.775  -1.140  0.217

Properties
* total charge: 0
* frontier orbital gap: 0.3368 hartree
* E_HOMO: -8.12 eV
* structure (SMILES): CN1CC[C@]2(C)C[C@@H]12


Q) A single C7H13N molecule, computed with ωB97M-V/def2-TZVPD.

Last column: natural (NBO) charge in e.
Positions of all 21 atoms, in Å:
C  0.801  0.272  3.320  -0.345
C  1.156  0.137  2.058  -0.225
C  0.167  -0.047  0.961  -0.013
C  -1.163  0.052  1.075  -0.420
C  0.864  -0.177  -0.378  -0.441
C  0.173  -0.439  -1.734  -0.023
C  -0.434  0.907  -2.356  -0.632
N  -0.829  -1.468  -1.554  -0.839
H  -0.272  0.212  3.639  0.193
H  1.503  0.338  4.114  0.201
H  2.172  0.103  1.692  0.209
H  -1.991  -0.090  0.419  0.206
H  -1.485  0.379  2.071  0.184
H  1.526  -1.059  -0.287  0.212
H  1.496  0.741  -0.443  0.216
H  1.013  -0.725  -2.381  0.181
H  -1.287  1.377  -1.870  0.206
H  -0.886  0.628  -3.302  0.204
H  0.352  1.633  -2.400  0.208
H  -1.690  -1.199  -2.028  0.350
H  -1.184  -1.575  -0.616  0.367

Properties
* total charge: 0
* frontier orbital gap: 0.3583 hartree
* E_HOMO: -8.91 eV
* structure (SMILES): C=CC(=C)C[C@H](C)N


The most stable of them is Q).


P) 3 unconnected molecules or ions with the total composition C2H9NO3, computed with ωB97M-V/def2-TZVPD.

Last column: natural (NBO) charge in e.
Positions of all 15 atoms, in Å:
N  -1.034  1.821  -0.539  -0.830
C  -1.418  0.549  -1.033  -0.309
C  -2.494  -0.422  -0.392  0.401
O  -3.688  -0.236  -0.471  -0.495
H  -1.319  2.551  -1.219  0.369
H  -1.444  1.997  0.364  0.364
H  -0.538  0.000  -1.093  0.178
H  -1.787  0.727  -2.083  0.209
H  -2.214  -1.521  -0.451  0.112
O  -0.453  0.171  4.939  -0.949
H  -0.310  0.604  4.061  0.474
H  0.356  -0.272  5.221  0.475
O  5.623  -1.808  -2.151  -0.946
H  4.697  -2.077  -2.142  0.472
H  6.024  -2.085  -3.011  0.474

Properties
* total charge: 0
* frontier orbital gap: 0.3523 hartree
* E_HOMO: -9.47 eV
* structure (SMILES): NCC=O.O.O


Q) 3 unconnected molecules or ions with the total composition C2H9NO3, computed with ωB97M-V/def2-TZVPD.

Last column: natural (NBO) charge in e.
Positions of all 15 atoms, in Å:
C  0.359  0.929  -0.955  -0.713
C  0.273  1.085  0.566  0.673
N  0.809  2.214  1.103  -0.823
O  -0.510  0.368  1.146  -0.605
H  1.311  1.279  -1.358  0.205
H  -0.444  1.521  -1.379  0.243
H  0.278  -0.139  -1.008  0.224
H  0.698  2.456  2.074  0.402
H  1.622  2.619  0.672  0.386
O  -0.381  -2.309  -1.444  -0.925
H  -0.142  -1.602  -2.054  0.464
H  0.478  -2.464  -1.027  0.473
O  -1.210  -2.274  1.426  -0.945
H  -1.177  -1.933  0.518  0.480
H  -1.965  -1.750  1.721  0.462

Properties
* total charge: 0
* frontier orbital gap: 0.3854 hartree
* E_HOMO: -9.92 eV
* structure (SMILES): CC(N)=O.O.O


R) 3 unconnected molecules or ions with the total composition C2H9NO3, computed with ωB97M-V/def2-TZVPD.

Last column: natural (NBO) charge in e.
Positions of all 15 atoms, in Å:
C  1.086  0.501  -0.520  0.219
N  1.657  -0.786  -0.590  -0.847
O  0.271  0.945  -1.534  -0.730
H  -0.650  0.621  -1.315  0.505
H  2.585  -0.819  -0.989  0.376
H  1.028  -1.467  -0.997  0.392
H  1.844  1.246  -0.263  0.169
H  0.335  0.485  0.420  0.138
C  -0.730  0.641  1.505  -0.369
O  -1.761  -0.075  -0.323  -0.443
O  -1.355  -1.414  -0.620  -0.487
H  -1.896  -1.935  -0.010  0.457
H  -0.953  -0.353  1.862  0.209
H  -1.577  1.296  1.371  0.220
H  0.117  1.111  2.001  0.192

Properties
* total charge: 0
* frontier orbital gap (spin up / spin down): 0.2545 / 0.2967 hartree
* E_HOMO (spin up / spin down): -8.12 / -9.06 eV


The most stable of them is Q).


P) A molecular structure, C2H5OP, computed with ωB97M-V/def2-TZVPD.

Last column: natural (NBO) charge in e.
Positions of all 9 atoms, in Å:
C  1.942  0.239  0.603  0.126
C  -0.996  -0.122  0.017  -0.726
O  2.966  0.784  0.207  -0.534
P  1.182  -1.141  -0.312  0.347
H  1.525  0.647  1.449  0.128
H  -1.422  -1.147  0.319  0.237
H  -1.169  0.536  -0.863  0.228
H  -0.989  0.563  0.858  0.197
H  1.662  -0.593  -1.532  -0.004

Properties
* total charge: 0
* frontier orbital gap: 0.3374 hartree
* E_HOMO: -9.36 eV


Q) A single C2H5OP molecule, computed with ωB97M-V/def2-TZVPD.

Last column: natural (NBO) charge in e.
Positions of all 9 atoms, in Å:
O  0.024  -1.233  0.633  -0.649
C  0.305  -0.785  -0.567  0.142
C  0.043  0.453  -0.874  -0.547
P  -0.659  1.601  0.479  0.235
H  0.627  -1.956  0.745  0.482
H  0.847  -1.343  -1.345  0.176
H  0.095  0.989  -1.743  0.221
H  0.239  1.555  1.783  -0.013
H  -1.521  0.719  0.888  -0.047

Properties
* total charge: 0
* frontier orbital gap: 0.3491 hartree
* E_HOMO: -8.88 eV
* structure (SMILES): O/C=C\P


The most stable of them is Q).


P) A single C5H5F molecule, computed with ωB97M-V/def2-TZVPD.

Last column: natural (NBO) charge in e.
Positions of all 11 atoms, in Å:
F  -2.473  0.086  0.025  -0.339
C  -1.090  0.122  0.018  0.409
C  -0.410  1.257  -0.083  -0.327
C  1.027  0.872  0.031  -0.221
C  1.067  -0.516  -0.087  -0.200
C  -0.304  -1.142  -0.061  -0.537
H  -0.941  2.291  -0.216  0.244
H  1.894  1.634  0.190  0.235
H  2.020  -1.095  0.149  0.216
H  -0.484  -1.805  -0.914  0.261
H  -0.306  -1.704  0.948  0.259

Properties
* total charge: 0
* frontier orbital gap: 0.3539 hartree
* E_HOMO: -8.55 eV
* structure (SMILES): FC1=CC=CC1


Q) A single C5H5F molecule, computed with ωB97M-V/def2-TZVPD.

Last column: natural (NBO) charge in e.
Positions of all 11 atoms, in Å:
C  -2.001  -1.232  -0.013  -0.204
C  -1.007  -0.511  0.009  -0.037
C  0.018  0.499  -0.030  -0.181
C  -0.425  1.910  0.038  -0.621
C  1.348  0.110  -0.071  0.279
F  1.649  -1.164  0.063  -0.313
H  -2.846  -1.843  -0.086  0.231
H  0.372  2.670  0.116  0.222
H  -1.169  2.083  0.848  0.229
H  -1.002  2.150  -0.823  0.221
H  2.206  0.760  -0.225  0.173

Properties
* total charge: 0
* frontier orbital gap: 0.3604 hartree
* E_HOMO: -8.79 eV
* structure (SMILES): C#C/C(C)=C\F


The most stable of them is P).